Entry 1:
Molecular formula: C24H59F6N4O9
Method: DFT, the ωB97M-V functional and the def2-TZVPD basis

CARTESIAN COORDINATES (ANGSTROEM)
O  13.820479  19.471269  -21.738228
H  13.937701  20.414723  -21.871422
H  14.419708  18.954135  -22.281455
H  14.034121  19.332369  -20.812671
C  15.401180  23.453276  -21.927444
O  16.231068  23.361896  -20.779707
O  14.913977  22.071585  -21.928163
C  14.406256  24.709850  -21.758981
F  14.095459  24.861738  -20.476283
F  15.042130  25.802712  -22.098514
F  13.290478  24.754522  -22.516282
C  17.460806  24.111552  -20.687736
C  18.097464  23.532051  -19.420762
H  18.044365  24.234342  -18.588853
H  17.710507  22.540960  -19.183881
H  19.144584  23.237462  -19.490492
H  17.195751  25.134267  -20.419618
H  18.153632  23.955227  -21.514585
H  15.973925  23.754693  -22.804492
C  15.853064  18.601793  -18.601095
O  17.025878  19.255127  -18.970851
O  14.728315  19.174075  -19.252371
C  16.037241  17.029382  -18.419012
F  15.216830  16.314789  -17.654232
F  16.031994  16.370308  -19.626170
F  17.250364  16.786480  -17.899985
C  17.568663  19.042996  -20.294674
C  18.822271  19.792061  -20.497652
H  19.166887  19.474585  -21.481808
H  18.562680  20.844445  -20.382719
H  19.617702  19.511921  -19.807065
H  16.905769  19.406124  -21.080042
H  17.709352  17.968637  -20.413202
H  15.687826  18.859794  -17.555042
C  15.510184  15.403870  -23.628176
C  14.623860  16.659777  -23.515339
C  13.436693  16.243876  -22.525854
O  12.357590  17.225779  -22.685963
C  11.472613  17.280878  -23.800182
N  15.360872  17.763573  -23.153043
H  15.914486  15.337367  -22.618113
H  16.324460  15.521557  -24.343169
H  14.911361  14.554893  -23.957948
H  14.304680  16.842376  -24.541432
H  13.848379  16.238853  -21.516599
H  13.057528  15.229622  -22.650840
H  11.993294  17.194580  -24.753879
H  10.881808  18.196436  -23.771838
H  10.874639  16.405438  -23.546942
H  16.283494  17.354596  -23.113053
H  15.447510  18.394031  -23.937348
C  10.056396  19.640748  -21.075858
C  9.860050  21.042147  -20.640790
C  10.654030  21.999083  -21.558099
O  9.868861  22.237991  -22.738718
C  10.637724  23.033207  -23.644482
N  8.380193  21.256998  -20.583109
H  11.114605  19.382045  -21.039016
H  9.674995  19.533283  -22.091278
H  9.677135  18.916050  -20.355390
H  10.233370  21.161196  -19.623659
H  11.636661  21.610036  -21.824892
H  10.782482  22.923697  -20.995349
H  11.574289  22.555676  -23.932434
H  10.958123  24.058903  -23.461787
H  10.034938  23.086915  -24.551049
H  8.242130  22.045050  -19.966663
H  8.036735  21.428101  -21.517383
C  13.048583  20.575038  -25.052808
C  14.322083  20.249599  -25.830206
C  14.558214  21.329029  -26.964765
O  15.506435  20.807072  -27.970635
C  15.471373  21.499557  -29.204106
N  15.442135  20.215524  -24.863368
H  13.236241  21.558810  -24.622610
H  12.972254  19.902554  -24.198385
H  12.104240  20.443245  -25.580983
H  14.175978  19.277363  -26.300851
H  15.002005  22.190069  -26.465021
H  13.528058  21.433807  -27.305223
H  14.595941  21.245077  -29.801556
H  16.343570  21.117409  -29.734515
H  15.563251  22.574386  -29.047921
H  16.261530  20.136588  -25.448567
H  15.484685  21.011755  -24.243441
C  10.350256  17.009650  -17.066191
C  11.410349  17.001810  -18.260262
C  10.808524  16.358814  -19.540928
O  10.187781  15.079636  -19.275740
C  9.203266  14.702366  -20.225732
N  11.853354  18.321103  -18.486858
H  10.655703  17.679488  -16.262379
H  10.091122  15.988730  -16.785682
H  9.411793  17.464704  -17.382892
H  12.244292  16.478061  -17.793012
H  11.595388  16.108009  -20.252303
H  10.047087  17.029659  -19.938774
H  8.978105  13.682840  -19.912735
H  9.711951  14.769404  -21.187416
H  8.280726  15.275936  -20.136061
H  12.536030  18.343787  -19.230855
H  12.428979  18.562728  -17.692892

Forces on atoms 1 to 6 (eV/Å):
O -2.2638 0.7320 -0.7107
H 0.7816 2.1586 -0.3896
H 1.4684 -1.2108 -0.8528
H 1.3963 -0.7864 3.2095
C -1.2697 -4.1858 0.9833
O 0.9047 1.4266 -0.4530

The value obtained for the HOMO-LUMO gap is 7.32 eV. The value obtained for the LUMO energy is 0.0840 Eh. The value obtained for the energy relative to the best compared isomer or geometry (same formula, charge and spin) is 98.9 kcal per mole. The net charge is -1.



Entry 2:
Molecular formula: C3H5AuO3
Method: DFT, the ωB97M-V functional and the def2-TZVPD basis

CARTESIAN COORDINATES (ANGSTROEM)
H  0.603184  0.467343  -1.697969
C  -0.427114  0.500142  -1.296002
C  -0.508686  1.095379  0.101453
O  0.539740  0.569202  0.968676
C  0.730494  -0.701751  1.042817
O  1.735240  -0.907438  1.863724
Au  -0.449984  -2.159755  -0.330037
O  -1.161712  -0.694152  -1.095005
H  -1.023697  1.177818  -1.935959
H  -1.540403  0.331013  0.271052
H  -0.316395  2.173847  0.065862
H  1.819334  -1.851648  2.041387

Forces on atoms 1 to 6 (eV/Å):
H -0.5018 -0.8260 0.1295
C 0.4393 1.8882 -0.6508
C -1.5541 -3.2028 -0.4801
O -0.3161 -0.3100 -0.4509
C 1.0762 0.9761 1.0065
O -1.3653 -0.2861 -0.9347

Its multiplicity is 4. The value obtained for the HOMO-LUMO gap (spin up / spin down) is 7.34 / 8.07 eV. The value obtained for the LUMO energy (spin up / spin down) is -0.1766 / -0.3075 Eh. The value obtained for the energy relative to the best compared isomer or geometry (same formula, charge and spin) is 19.6 kcal per mole. The net charge is +1.



Entry 3:
Molecular formula: C4H7NO
Method: DFT, the ωB97M-V functional and the def2-TZVPD basis

CARTESIAN COORDINATES (ANGSTROEM)
C  -1.355130  0.668380  -1.471616
O  -0.052324  0.818768  -0.956377
C  0.416816  -0.308829  -0.258706
C  0.823995  0.134757  1.151663
C  1.222173  -0.999361  1.989730
N  1.509371  -1.912814  2.638765
H  -1.411569  -0.152240  -2.201328
H  -2.087729  0.478986  -0.672268
H  -1.609466  1.606763  -1.968788
H  -0.359252  -1.081164  -0.187120
H  1.276794  -0.747789  -0.782646
H  -0.022899  0.642997  1.624376
H  1.649217  0.851547  1.094315

Forces on atoms 1 to 6 (eV/Å):
C -0.2527 0.0291 -0.1283
O 0.1097 0.0359 -0.0071
C 0.0557 -0.2247 0.1376
C 0.0091 0.0576 0.0127
C 0.2308 -0.7887 0.5552
N -0.2570 0.8928 -0.6560

The value obtained for the HOMO-LUMO gap is 11.19 eV. The structure (SMILES) is COCCC#N. The value obtained for the LUMO energy is 0.0293 Eh. The value obtained for the energy relative to the best compared isomer or geometry (same formula, charge and spin) is 35.7 kcal per mole.



Entry 4:
Molecular formula: C4H14N6
Method: DFT, the ωB97M-V functional and the def2-TZVPD basis

CARTESIAN COORDINATES (ANGSTROEM)
C  0.570966  -1.250644  0.137599
C  -1.638060  -0.370269  0.608224
C  -0.156359  1.416230  0.042332
C  -2.462358  -0.401874  -0.771182
N  -0.720724  -1.444612  0.419785
N  -1.119192  1.023773  0.800359
N  1.053293  0.010116  0.161310
N  1.287792  -2.299339  -0.085435
N  0.732709  2.524992  0.175918
N  2.395621  0.404056  -0.161988
H  -2.336539  -0.611109  1.429364
H  -0.289498  1.238712  -0.991978
H  -1.742970  -0.235620  -1.546692
H  -3.310524  0.219262  -0.915674
H  -2.640281  -1.409577  -1.048514
H  -1.280968  -2.262033  0.279214
H  -1.045770  1.294063  1.831962
H  0.978730  -3.277667  0.001565
H  2.325158  -2.355495  -0.246911
H  0.587210  3.194486  -0.554123
H  0.797736  2.851256  1.136217
H  2.694996  0.241042  -1.130288
H  3.155867  -0.054463  0.495897
H  2.163170  1.554710  -0.066971

Forces on atoms 1 to 6 (eV/Å):
C -0.3212 0.6152 0.3524
C -3.5348 1.8741 -2.2425
C 3.5416 0.6816 -2.6836
C 1.7337 -0.0014 1.1029
N 1.0508 1.5910 1.0400
N -1.8592 -1.2729 4.9983

The value obtained for the HOMO-LUMO gap is 10.82 eV. The value obtained for the LUMO energy is -0.2571 Eh. The value obtained for the energy relative to the best compared isomer or geometry (same formula, charge and spin) is 37.7 kcal per mole. The net charge is +2.